No. 1
This record from the Open Molecules 2025 dataset describes 2 unconnected molecules or ions with the total composition C2H10N2O2P. The level of theory is ωB97M-V/def2-TZVPD.

XYZ file:
```
17
Properties=species:S:1:pos:R:3
C -1.28 1.36 -0.50
C 1.18 0.31 2.32
N 1.04 -0.65 -1.92
N 0.68 0.07 1.19
O -1.11 -1.59 0.17
O 1.40 0.52 -1.07
P 0.55 1.46 -0.10
H -1.92 1.53 0.41
H -1.54 2.22 -0.95
H -1.61 0.50 -1.06
H 1.14 -0.51 3.00
H 1.55 1.26 2.56
H 0.28 -0.41 -2.53
H 1.87 -0.88 -2.47
H 0.33 -0.87 0.91
H -0.63 -2.22 -0.52
H -1.93 -2.12 0.57
```

Computed properties:
relative energy (zero: lowest compared OMol25 entry of this formula, charge and spin)	4.679	eV
highest occupied orbital energy	-13.58	eV
orbital gap	9.66	eV
net charge	+1
lowest unoccupied orbital energy	-3.9	eV

=====

No. 2
This record from the Open Molecules 2025 dataset describes C4H14N4 in the gas phase. The level of theory is ωB97M-V/def2-TZVPD.

XYZ file:
```
22
Properties=species:S:1:pos:R:3
C 0.42 1.37 -1.32
C 1.79 -1.35 0.27
C -1.80 0.67 0.76
C -1.65 -1.46 -0.41
N 0.21 0.09 -0.68
N 0.83 -0.28 0.53
N -1.19 -0.10 -0.31
N 1.63 0.87 1.12
H 1.04 1.54 1.60
H 2.37 1.28 0.55
H 1.44 1.37 -1.71
H 0.27 2.25 -0.68
H -0.30 1.45 -2.13
H 1.26 -2.23 -0.07
H 2.55 -1.06 -0.47
H 2.30 -1.57 1.20
H -1.65 0.19 1.74
H -2.87 0.75 0.56
H -1.39 1.68 0.79
H -2.72 -1.45 -0.60
H -1.13 -1.95 -1.24
H -1.45 -2.03 0.51
```

Computed properties:
relative energy (zero: lowest compared OMol25 entry of this formula, charge and spin)	4.136	eV
highest occupied orbital energy	-7.92	eV
SMILES string	CN(C)N(C)N(C)N
orbital gap	8.89	eV
net charge	0
lowest unoccupied orbital energy	1.0	eV

=====

No. 3
This record from the Open Molecules 2025 dataset describes 2 unconnected molecules or ions with the total composition C2HF2N3. The level of theory is ωB97M-V/def2-TZVPD.

XYZ file:
```
8
Properties=species:S:1:pos:R:3
C 1.08 1.43 -0.25
C -1.48 -0.71 -0.08
N 0.93 0.37 0.21
N -1.24 -1.41 -0.92
N 1.25 -0.76 0.60
F 0.33 2.57 -0.40
F -1.75 0.09 0.84
H 0.89 -1.58 0.00
```

Computed properties:
relative energy (zero: lowest compared OMol25 entry of this formula, charge and spin)	3.314	eV
highest occupied orbital energy (spin up / spin down)	-9.47 / -9.47	eV
orbital gap (spin up / spin down)	8.87 / 8.87	eV
net charge	0
lowest unoccupied orbital energy (spin up / spin down)	-0.6 / -0.6	eV

=====

No. 4
This record from the Open Molecules 2025 dataset describes a molecular structure, C29H29AsNO8PPdS4Te. The level of theory is ωB97M-V/def2-TZVPD.

XYZ file:
```
75
Properties=species:S:1:pos:R:3
Pd 0.59 2.76 0.24
S 2.87 2.31 0.71
S 4.01 3.93 0.76
S 3.40 5.16 -1.02
S 1.93 4.20 -1.87
C -2.47 0.25 1.43
C -2.28 1.21 2.59
O -1.65 2.38 2.13
P -0.19 2.77 2.71
O 0.76 1.64 2.82
Te 0.25 4.88 1.64
O -0.57 3.07 4.29
C -1.62 3.92 4.65
C -1.99 3.63 6.10
H -2.92 -0.68 1.77
H -1.49 0.06 1.01
H -3.09 0.73 0.67
H -1.68 0.73 3.38
H -3.26 1.49 3.01
H -2.48 3.76 4.00
H -1.30 4.97 4.53
H -2.20 2.57 6.21
H -2.86 4.20 6.41
H -1.15 3.88 6.75
O -3.37 2.08 -1.13
C -2.16 2.29 -1.33
O -1.42 3.02 -0.62
C -1.55 1.60 -2.55
C -2.39 0.98 -3.47
C -1.88 0.23 -4.51
C -0.49 0.07 -4.63
C 0.36 0.76 -3.76
C -0.17 1.54 -2.75
N 0.03 -0.79 -5.60
O -0.75 -1.32 -6.43
O 1.26 -1.02 -5.61
H -3.46 1.08 -3.33
H -2.52 -0.26 -5.22
H 1.43 0.69 -3.91
H 0.49 2.10 -2.10
O 0.77 0.49 -0.25
As 0.91 -1.11 -0.26
C 2.75 -1.70 -0.57
C 3.41 -2.55 0.30
C 4.70 -2.96 0.03
C 5.33 -2.52 -1.13
C 4.68 -1.66 -1.99
C 3.39 -1.24 -1.71
C 0.44 -1.82 1.49
C -0.53 -2.80 1.69
C -0.86 -3.17 2.98
C -0.25 -2.56 4.07
C 0.71 -1.58 3.86
C 1.06 -1.22 2.58
C -0.20 -1.92 -1.63
C 0.33 -2.67 -2.66
C -0.50 -3.19 -3.65
C -1.86 -2.96 -3.59
C -2.40 -2.20 -2.57
C -1.57 -1.68 -1.59
H 2.90 -2.91 1.20
H 5.22 -3.62 0.71
H 6.34 -2.86 -1.35
H 5.18 -1.31 -2.88
H 2.87 -0.57 -2.37
H -1.01 -3.26 0.84
H -1.61 -3.94 3.15
H -0.53 -2.84 5.07
H 1.17 -1.08 4.70
H 1.78 -0.43 2.40
H 1.40 -2.84 -2.71
H -0.08 -3.76 -4.47
H -2.51 -3.35 -4.37
H -3.46 -2.00 -2.52
H -1.98 -1.05 -0.81
```

Computed properties:
highest occupied orbital energy (spin up / spin down)	-0.17 / -0.17	eV
orbital gap (spin up / spin down)	3.60 / 3.60	eV
net charge	-2
lowest unoccupied orbital energy (spin up / spin down)	3.4 / 3.4	eV

=====

No. 5
This record from the Open Molecules 2025 dataset describes 2 unconnected molecules or ions with the total composition C4H7NO. The level of theory is ωB97M-V/def2-TZVPD.

XYZ file:
```
13
Properties=species:S:1:pos:R:3
O 1.96 1.63 0.84
C 1.92 0.47 0.24
C -0.58 -0.98 -1.09
C -1.15 -0.65 0.30
C -1.07 0.79 0.57
N -1.00 1.94 0.77
H 1.05 2.00 0.82
H 2.97 0.11 0.31
H 0.45 -0.64 -1.12
H -0.62 -2.07 -1.24
H -1.15 -0.49 -1.88
H -0.59 -1.16 1.09
H -2.20 -0.95 0.39
```

Computed properties:
relative energy (zero: lowest compared OMol25 entry of this formula, charge and spin)	3.700	eV
highest occupied orbital energy	-8.85	eV
orbital gap	9.46	eV
net charge	0
lowest unoccupied orbital energy	0.6	eV

=====

No. 6
This record from the Open Molecules 2025 dataset describes a molecular structure, C11H9N3O4W. The level of theory is ωB97M-V/def2-TZVPD.

XYZ file:
```
28
Properties=species:S:1:pos:R:3
W 0.01 0.05 1.09
O 1.39 -3.52 -0.49
C 1.79 -2.49 -0.50
O -0.31 -1.25 0.05
C 2.53 -1.24 -0.65
C 3.64 -1.38 -1.49
C 4.41 -0.25 -1.78
C 3.99 0.96 -1.24
C 2.86 0.97 -0.42
N 2.11 -0.10 -0.06
C 2.47 2.30 0.01
O 2.29 3.37 0.26
O -0.09 1.54 0.31
H 3.90 -2.35 -1.92
H 5.28 -0.31 -2.42
H 4.52 1.89 -1.47
C -1.57 1.46 6.04
N -1.08 0.77 4.80
C 0.11 0.21 4.62
C 0.16 -0.36 3.31
N -1.14 -0.06 2.76
C -1.80 0.67 3.63
H -1.00 1.07 6.88
H -2.63 1.22 6.16
H -1.43 2.53 5.93
H 0.84 0.12 5.42
H 0.44 -1.43 3.32
H -2.76 1.14 3.47
```

Computed properties:
highest occupied orbital energy	-25.06	eV
orbital gap	7.93	eV
net charge	+4
lowest unoccupied orbital energy	-17.1	eV

=====

No. 7
This record from the Open Molecules 2025 dataset describes 2 unconnected molecules or ions with the total composition C8H11Cl3N3. The level of theory is ωB97M-V/def2-TZVPD.

XYZ file:
```
25
Properties=species:S:1:pos:R:3
C -1.25 -0.44 1.02
C -1.20 -0.03 -2.10
C -3.21 -1.85 -0.42
C -3.21 -0.96 -1.41
C 0.01 -0.85 0.76
C -0.62 0.71 -0.81
C 0.83 -1.95 1.23
C -0.38 2.19 -1.07
N -2.28 -0.58 -2.18
N -1.60 0.57 0.29
N 0.44 -0.09 -0.27
Cl -4.42 -2.76 0.19
Cl -4.80 -0.01 -1.71
Cl -1.84 2.94 3.05
H -1.94 -1.03 1.66
H -0.47 -0.02 -2.97
H 1.65 -2.16 0.62
H 0.20 -2.75 1.27
H 1.15 -1.97 2.32
H -0.07 2.50 -2.15
H 0.33 2.68 -0.30
H -1.32 2.55 -0.95
H 1.32 -0.22 -0.73
H -2.79 3.03 3.91
H -2.48 0.90 0.26
```

Computed properties:
relative energy (zero: lowest compared OMol25 entry of this formula, charge and spin)	5.043	eV
highest occupied orbital energy (spin up / spin down)	-12.02 / -11.80	eV
orbital gap (spin up / spin down)	6.69 / 6.95	eV
net charge	+1
lowest unoccupied orbital energy (spin up / spin down)	-5.3 / -4.9	eV

=====

No. 8
This record from the Open Molecules 2025 dataset describes 12 unconnected molecules or ions with the total composition C53H96N12O. The level of theory is ωB97M-V/def2-TZVPD.

XYZ file:
```
162
Properties=species:S:1:pos:R:3
C -1.58 4.38 4.63
C -0.62 4.80 3.52
C -0.72 3.75 2.46
C -0.09 4.27 1.18
C -0.76 5.50 0.62
C -0.70 6.63 1.67
N -1.22 6.06 2.94
O -1.30 7.07 4.04
C 0.80 7.16 1.67
C -1.60 7.72 1.25
C 0.81 4.86 4.12
H -1.17 3.45 5.08
H -2.67 4.22 4.32
H -1.49 5.20 5.33
H -0.21 2.83 2.80
H -1.79 3.54 2.32
H -0.05 3.43 0.42
H 0.97 4.48 1.34
H -1.80 5.35 0.38
H -0.39 5.90 -0.35
H 1.03 7.70 2.63
H 1.61 6.42 1.57
H 1.06 7.88 0.93
H -2.59 7.26 1.29
H -1.59 8.56 1.97
H -1.36 8.13 0.26
H 0.93 5.63 4.87
H 1.66 5.01 3.45
H 0.96 3.86 4.55
H -2.26 7.21 4.17
C 0.13 -4.62 2.07
C 1.03 -4.00 3.07
C 0.25 -3.62 4.35
C -0.62 -2.51 4.03
N -1.29 -1.63 3.86
H -0.31 -5.57 2.44
H 0.60 -4.90 1.15
H -0.75 -4.05 1.85
H 1.46 -3.03 2.72
H 1.93 -4.61 3.35
H 0.89 -3.33 5.17
H -0.41 -4.51 4.73
C -4.25 -4.88 -4.54
C -3.76 -4.19 -5.84
C -4.46 -2.89 -6.13
C -3.94 -2.18 -7.34
N -3.61 -1.68 -8.35
H -4.62 -5.87 -4.76
H -5.15 -4.39 -4.04
H -3.53 -4.94 -3.75
H -3.95 -4.84 -6.73
H -2.67 -3.97 -5.79
H -4.32 -2.12 -5.38
H -5.55 -3.02 -6.16
C -0.81 -6.45 -3.69
C -0.29 -5.45 -4.80
C 1.19 -5.81 -5.09
C 2.10 -5.37 -4.05
N 2.74 -5.17 -3.10
H -0.74 -7.49 -4.09
H -1.88 -6.30 -3.51
H -0.23 -6.19 -2.85
H -0.29 -4.39 -4.54
H -0.84 -5.55 -5.71
H 1.44 -5.38 -6.03
H 1.53 -6.84 -5.19
C -5.01 -2.44 0.53
C -4.27 -1.38 1.29
C -2.92 -1.03 0.63
C -3.00 -0.36 -0.65
N -2.99 0.24 -1.63
H -5.45 -1.99 -0.35
H -5.78 -3.06 1.04
H -4.24 -3.17 0.15
H -3.85 -1.79 2.17
H -4.91 -0.47 1.47
H -2.37 -1.98 0.53
H -2.40 -0.30 1.27
C 3.61 1.88 4.59
C 2.89 1.18 3.41
C 1.60 0.47 3.82
C 2.04 -0.77 4.54
N 2.38 -1.65 5.21
H 4.43 2.57 4.30
H 4.11 1.17 5.28
H 2.99 2.46 5.24
H 3.63 0.51 2.95
H 2.65 1.93 2.61
H 0.96 0.18 2.98
H 0.97 0.96 4.54
C 0.45 0.17 -0.30
C 1.20 -1.14 -0.01
C 1.29 -2.30 -1.00
C 0.00 -2.83 -1.35
N -1.02 -3.33 -1.49
H -0.49 -0.13 -0.86
H 1.00 0.86 -0.92
H 0.10 0.63 0.66
H 0.79 -1.62 0.91
H 2.22 -0.87 0.26
H 1.94 -3.17 -0.81
H 1.70 -1.90 -1.94
C -0.34 3.73 -2.86
C 1.10 4.01 -3.31
C 2.12 3.35 -2.33
C 3.46 3.53 -2.72
N 4.57 3.58 -3.00
H -1.09 4.29 -3.42
H -0.52 4.01 -1.85
H -0.61 2.64 -2.90
H 1.28 5.04 -3.29
H 1.22 3.62 -4.37
H 1.94 2.32 -2.21
H 2.04 3.81 -1.34
C 7.44 -0.73 -1.91
C 6.81 0.40 -2.64
C 5.32 0.50 -2.98
C 4.40 0.29 -1.91
N 3.63 0.27 -1.05
H 7.10 -1.69 -2.29
H 7.23 -0.78 -0.86
H 8.50 -0.68 -2.00
H 7.16 0.58 -3.68
H 6.99 1.34 -2.10
H 5.01 -0.35 -3.67
H 4.96 1.38 -3.52
C -2.40 -1.33 -4.11
C -2.05 -0.31 -5.13
C -0.57 -0.43 -5.45
C 0.32 -0.20 -4.31
N 1.07 -0.06 -3.44
H -2.27 -2.32 -4.55
H -3.43 -1.26 -3.78
H -1.68 -1.14 -3.29
H -2.20 0.66 -4.65
H -2.67 -0.29 -5.99
H -0.22 0.25 -6.20
H -0.43 -1.41 -5.83
C 6.49 -2.96 2.37
C 5.17 -2.24 1.95
C 4.63 -2.78 0.58
C 4.48 -4.20 0.51
N 4.28 -5.33 0.62
H 7.20 -2.84 1.54
H 6.20 -3.99 2.56
H 6.81 -2.59 3.34
H 5.49 -1.24 1.82
H 4.37 -2.37 2.68
H 5.31 -2.41 -0.09
H 3.67 -2.26 0.38
C -7.02 0.98 5.80
C -5.69 0.46 5.11
C -5.40 1.32 3.95
C -5.42 2.74 4.20
N -5.51 3.85 4.49
H -7.21 0.47 6.75
H -7.86 0.82 5.12
H -6.85 2.02 5.98
H -5.98 -0.55 4.74
H -4.85 0.30 5.80
H -6.17 1.05 3.36
H -4.46 1.07 3.50
```

Computed properties:
highest occupied orbital energy	-8.76	eV
SMILES string	CC1(C)CCCC(C)(C)N1O.CCCC#N.CCCC#N.CCCC#N.CCCC#N.CCCC#N.CCCC#N.CCCC#N.CCCC#N.CCCC#N.CCCC#N.CCCC#N
orbital gap	9.20	eV
net charge	0
lowest unoccupied orbital energy	0.4	eV

=====

No. 9
This record from the Open Molecules 2025 dataset describes a molecular structure, C54H56CdN2O4P3S2. The level of theory is ωB97M-V/def2-TZVPD.

XYZ file:
```
122
Properties=species:S:1:pos:R:3
Cd -0.15 0.07 -1.03
O 0.27 -4.28 -4.12
C 0.32 -3.37 -3.12
O 0.35 -2.19 -3.33
C 0.40 -3.99 -1.77
C 0.49 -5.36 -1.59
C 0.70 -5.83 -0.30
C 0.87 -4.91 0.72
C 0.76 -3.55 0.44
N 0.48 -3.10 -0.78
C 1.04 -2.51 1.49
O 1.96 -3.06 2.38
O 1.59 -1.42 0.73
H 0.25 -3.77 -4.94
H 0.42 -6.02 -2.44
H 0.78 -6.89 -0.11
H 1.09 -5.22 1.73
H 1.99 -2.42 3.12
S -0.08 1.66 1.24
P 1.06 0.45 2.39
C 2.32 -0.41 1.48
P 3.24 0.28 0.17
S 2.33 0.75 -1.58
C 4.45 -1.06 -0.14
C 5.32 -1.42 0.88
C 6.14 -2.53 0.73
C 6.08 -3.29 -0.43
C 5.20 -2.94 -1.45
C 4.39 -1.82 -1.30
C 4.19 1.73 0.69
C 5.54 1.86 0.39
C 6.21 3.03 0.69
C 5.54 4.09 1.29
C 4.19 3.97 1.58
C 3.51 2.80 1.27
C 1.89 1.43 3.68
C 1.53 2.75 3.94
C 2.23 3.49 4.88
C 3.30 2.92 5.56
C 3.65 1.61 5.31
C 2.96 0.86 4.37
C 0.21 -0.86 3.16
C -0.21 -1.99 2.24
C -0.88 -3.08 3.05
C -1.19 -2.96 4.35
C -0.89 -1.79 5.12
C -0.19 -0.79 4.50
H 5.33 -0.85 1.80
H 6.82 -2.81 1.53
H 6.70 -4.17 -0.54
H 5.14 -3.54 -2.34
H 3.69 -1.53 -2.08
H 6.07 1.04 -0.08
H 7.27 3.13 0.45
H 6.07 5.00 1.52
H 3.65 4.79 2.04
H 2.44 2.73 1.45
H 0.70 3.18 3.39
H 1.94 4.52 5.07
H 3.85 3.51 6.29
H 4.48 1.16 5.85
H 3.23 -0.16 4.16
H -0.88 -1.65 1.43
H -1.15 -3.99 2.51
H -1.68 -3.79 4.84
H -1.17 -1.72 6.17
H 0.09 0.09 5.07
C -0.64 0.61 -4.99
C -0.97 2.04 -4.57
C -2.21 2.52 -5.32
P -1.02 2.15 -2.70
C -0.37 3.88 -2.42
C -0.60 4.31 -0.97
C -0.79 4.99 -3.37
C -2.75 2.07 -2.22
C -3.67 3.04 -2.63
C -5.03 2.95 -2.43
C -5.99 4.01 -2.92
C -5.49 1.79 -1.79
C -4.63 0.82 -1.34
C -3.21 0.93 -1.48
N -2.40 -0.01 -0.94
C -3.00 -1.05 -0.17
C -3.08 -2.33 -0.73
C -2.76 -2.52 -2.18
C -3.50 -3.40 0.05
C -3.91 -3.23 1.36
C -4.33 -4.40 2.21
C -3.91 -1.94 1.87
C -3.49 -0.84 1.13
C -3.57 0.52 1.75
H -0.52 0.56 -6.08
H -1.45 -0.07 -4.71
H 0.27 0.26 -4.52
H -0.12 2.67 -4.84
H -3.10 1.96 -4.99
H -2.08 2.34 -6.39
H -2.42 3.58 -5.17
H 0.71 3.72 -2.55
H -1.67 4.41 -0.77
H -0.13 5.28 -0.79
H -0.19 3.59 -0.26
H -1.82 5.30 -3.20
H -0.68 4.73 -4.42
H -0.17 5.87 -3.19
H -3.30 3.91 -3.15
H -5.45 4.92 -3.18
H -6.73 4.27 -2.16
H -6.54 3.68 -3.81
H -6.56 1.65 -1.64
H -5.03 -0.05 -0.84
H -3.56 -2.10 -2.80
H -2.67 -3.58 -2.43
H -1.85 -2.00 -2.46
H -3.52 -4.40 -0.39
H -3.79 -5.30 1.93
H -5.40 -4.60 2.10
H -4.14 -4.20 3.26
H -4.23 -1.78 2.90
H -3.94 0.45 2.77
H -4.25 1.17 1.18
H -2.60 1.01 1.76
```

Computed properties:
relative energy (zero: lowest compared OMol25 entry of this formula, charge and spin)	1.638	eV
highest occupied orbital energy	-2.90	eV
orbital gap	5.14	eV
net charge	-1
lowest unoccupied orbital energy	2.2	eV

=====

No. 10
This record from the Open Molecules 2025 dataset describes 2 unconnected molecules or ions with the total composition C9H13NO2. The level of theory is ωB97M-V/def2-TZVPD.

XYZ file:
```
25
Properties=species:S:1:pos:R:3
C 2.37 -1.67 -0.75
C 2.80 -2.37 0.55
O 2.67 -3.59 0.76
N 3.06 -1.51 1.71
H 2.91 -1.87 2.65
H 2.82 -0.60 1.83
H 1.36 -1.33 -0.80
H 2.52 -2.44 -1.61
H 3.00 -0.84 -0.92
C -3.31 0.61 -1.78
C -0.51 -0.15 0.65
C -0.15 1.16 1.06
C -1.54 -0.17 -0.28
C -2.30 0.87 -0.75
C -0.69 2.38 0.40
C -1.82 2.16 -0.47
O 0.96 1.22 1.88
H 0.06 -1.02 0.92
H -1.80 -1.34 -0.61
H -0.45 3.40 0.45
H 1.44 2.09 1.99
H -3.85 -0.35 -1.70
H -3.03 0.99 -2.74
H -2.39 2.96 -0.98
H -4.12 1.41 -1.46
```

Computed properties:
relative energy (zero: lowest compared OMol25 entry of this formula, charge and spin)	2.408	eV
highest occupied orbital energy	-8.53	eV
SMILES string	Cc1ccc(O)cc1.CC(N)=O
orbital gap	9.02	eV
net charge	0
lowest unoccupied orbital energy	0.5	eV

=====

Number 1: F_max 3.7 eV/Å. Number 2: F_max 4.8 eV/Å. Number 3: F_max 5.6 eV/Å. Number 4: F_max 3.1 eV/Å. Number 5: F_max 1.3 eV/Å. Number 6: F_max 0.4 eV/Å. Number 7: F_max 5.4 eV/Å. Number 8: F_max 3.9 eV/Å. Number 9: F_max 0.6 eV/Å. Number 10: F_max 5.5 eV/Å.